[1]
Formula: C29H24HgN9O2S2
Source: the OMol25 dataset
Level of theory: ωB97M-V/def2-TZVPD

Geometry as XYZ:
```
67
Properties=species:S:1:pos:R:3:forces:R:3
Hg 0.691261 0.239953 0.341608 0.08 -0.05 0.03
C 3.286635 -3.320823 -2.401684 0.01 -0.01 0.00
C 2.619318 -2.012164 -2.073626 -0.02 0.01 -0.04
N 2.984036 -1.241725 -1.118604 0.01 0.00 0.04
N 4.095113 -1.620180 -0.429343 -0.01 0.02 0.03
C 4.240139 -1.040917 0.741777 0.02 -0.03 -0.03
N 5.463622 -1.348820 1.340054 0.00 0.00 0.00
S 3.211178 -0.017332 1.650699 -0.03 0.02 0.00
C 1.430322 -1.603174 -2.862737 0.02 -0.02 -0.03
C 1.058048 -2.298328 -4.016501 0.00 0.01 0.00
C -0.093689 -1.925767 -4.689810 0.00 0.00 0.00
C -0.850243 -0.876199 -4.202379 0.00 0.00 0.00
C -0.394672 -0.219029 -3.065289 0.01 0.01 -0.01
N 0.716717 -0.560003 -2.428537 -0.03 0.00 -0.01
H 3.891121 -3.628194 -1.553094 0.01 0.01 -0.01
H 3.944374 -3.233366 -3.273496 -0.01 0.00 -0.01
H 2.541896 -4.089280 -2.617292 0.00 -0.01 0.01
H 5.871054 -2.193792 0.966201 0.00 0.00 0.00
H 5.431375 -1.296247 2.344692 0.00 0.00 0.00
H 1.654141 -3.126723 -4.373307 0.00 0.00 0.00
H -0.408032 -2.469828 -5.573621 0.00 0.00 0.00
H -1.782627 -0.582495 -4.665542 0.00 0.00 0.00
H -0.956072 0.594571 -2.616742 0.00 -0.01 0.00
N -2.915484 -0.224215 3.746756 0.04 -0.06 0.07
C -1.837180 -0.477574 2.934629 0.02 0.01 -0.02
N -0.900786 0.349904 2.696583 -0.02 -0.01 -0.01
C -1.035266 1.658470 3.151342 -0.04 -0.03 0.05
N -0.370046 2.644191 2.633269 0.04 0.02 -0.07
N 0.391788 2.347125 1.567711 -0.02 0.03 0.05
C 1.010048 3.390545 1.040272 0.00 -0.02 0.00
C 1.744919 3.271976 -0.150625 0.02 -0.01 -0.01
C 2.458280 4.378177 -0.690267 -0.01 0.00 0.02
C 3.199526 4.228307 -1.826241 0.00 -0.03 -0.01
C 3.253912 2.965064 -2.450015 0.01 0.03 0.01
C 2.526481 1.935925 -1.881440 -0.01 -0.03 0.00
N 1.773972 2.064951 -0.794251 0.01 0.03 -0.01
C -2.018555 1.942454 4.199077 0.01 -0.03 -0.03
C -2.073081 3.136444 4.914045 0.00 0.02 0.01
C -3.089578 3.379144 5.825894 0.01 -0.01 -0.01
C -4.074057 2.420439 6.036027 -0.01 0.01 0.02
C -4.029931 1.217036 5.347673 0.02 -0.02 -0.02
C -3.005760 0.972485 4.437436 -0.03 0.05 0.01
H -3.729061 -0.802482 3.634023 -0.03 0.03 -0.05
H -1.788745 -1.469424 2.498958 0.00 0.00 0.01
H 0.930368 4.359467 1.528657 -0.01 0.00 -0.01
H 2.407048 5.328248 -0.170318 0.00 0.00 0.00
H 3.748721 5.070255 -2.234946 0.00 0.00 0.00
H 3.845964 2.787050 -3.337322 0.00 0.00 0.00
H 2.541697 0.942057 -2.308122 0.00 0.00 0.00
H -1.310921 3.877098 4.710676 0.00 0.00 0.00
H -3.121147 4.318278 6.365311 0.00 0.00 0.00
H -4.877257 2.606325 6.739552 0.00 0.00 0.00
H -4.789649 0.459883 5.508241 0.00 0.00 0.00
O -3.553260 -0.267237 0.777219 0.05 -0.01 -0.01
C -2.633040 -0.248985 -0.070397 -0.14 0.02 0.02
O -1.865089 0.700181 -0.356073 0.00 0.02 0.00
C -2.463533 -1.522199 -0.890117 0.06 -0.01 0.01
C -3.467577 -1.842119 -1.798347 0.00 -0.02 -0.02
C -3.394627 -2.971980 -2.601377 0.00 0.00 0.00
C -2.292628 -3.808552 -2.485021 0.00 0.00 0.00
C -1.290048 -3.504637 -1.577040 0.02 0.00 0.00
C -1.347931 -2.367920 -0.760861 -0.04 0.02 -0.02
S -0.056847 -2.146390 0.425373 0.02 0.02 0.01
H -4.330105 -1.187057 -1.859107 0.01 0.01 0.01
H -4.187679 -3.196201 -3.306994 0.00 0.00 0.00
H -2.205076 -4.694024 -3.106447 0.00 0.00 0.00
H -0.423795 -4.150622 -1.486824 0.00 0.00 0.00
```
Forces are in eV/Å.

Properties
E_HOMO (spin up / spin down)	0.22 / -1.78	eV
ΔE to the lowest compared entry with this formula, charge and spin	0.0	kcal per mole
multiplicity	2
charge	-2
orbital gap (spin up / spin down)	4.44 / 6.43	eV
M	795.3	g/mol
E_tot	-73815.2476	eV

[2]
Formula: C23H28Cl2N6O2S4V
Source: the OMol25 dataset
Level of theory: ωB97M-V/def2-TZVPD

Geometry as XYZ:
```
66
Properties=species:S:1:pos:R:3:forces:R:3
V 1.181098 -0.356480 -0.034033 -0.75 0.05 0.16
N 0.726913 1.271469 -1.817580 0.24 -0.22 -0.05
C -0.363703 0.758744 -2.652737 -0.09 -0.04 -0.09
C -0.236253 -0.747450 -2.720031 -0.05 0.02 -0.01
N -0.296172 -1.290486 -1.352398 0.22 0.06 0.05
C -0.132955 -2.759667 -1.320824 0.02 0.06 -0.06
C 1.342861 -3.090278 -1.219578 0.10 -0.07 -0.03
N 1.872368 -2.468533 0.014525 0.18 0.14 -0.22
H 1.609244 1.158776 -2.309202 0.01 0.05 0.00
H 0.598944 2.261567 -1.647485 -0.01 -0.02 0.14
H -1.310260 1.031669 -2.184463 -0.04 -0.02 0.03
H -0.366269 1.182811 -3.660548 0.03 -0.01 0.02
H -1.020298 -1.183017 -3.347029 -0.01 0.05 0.03
H 0.729154 -1.017457 -3.154876 0.00 0.01 -0.02
H -1.201064 -1.060830 -0.935770 -0.08 -0.03 0.11
H -0.670302 -3.131202 -0.449072 0.02 -0.04 0.00
H -0.567308 -3.212549 -2.215598 0.00 -0.03 0.02
H 1.500540 -4.170365 -1.218262 -0.03 0.01 -0.03
H 1.895403 -2.666117 -2.059134 -0.02 -0.03 -0.01
H 1.488219 -2.966734 0.810942 0.05 -0.01 0.08
H 2.883596 -2.559789 0.052079 0.01 0.05 -0.10
Cl 5.021893 -0.263233 -3.154038 -0.02 -0.01 -0.01
C 5.047592 0.136286 -1.475830 -0.01 0.14 0.05
C 6.265193 0.521570 -0.881120 -0.05 0.00 0.01
C 6.324745 0.831040 0.445890 -0.02 0.01 0.02
Cl 7.831337 1.294377 1.157619 0.02 0.00 -0.01
C 5.161396 0.759355 1.254890 0.04 -0.01 -0.02
C 5.129226 0.986964 2.646953 -0.04 0.01 0.03
C 3.958970 0.820816 3.336723 -0.03 -0.01 -0.04
C 2.801263 0.444194 2.638530 -0.03 0.04 0.06
N 2.790738 0.261886 1.337346 -0.36 -0.17 -0.44
C 3.950119 0.396489 0.633745 0.28 -0.02 0.00
C 3.872885 0.086893 -0.755099 0.24 -0.17 0.02
O 2.714269 -0.275663 -1.266315 -0.13 -0.16 0.27
H 7.155350 0.561729 -1.492882 0.01 0.00 0.01
H 6.037747 1.273963 3.158215 0.01 0.00 0.00
H 3.910587 0.963821 4.406206 0.01 0.00 0.01
H 1.862725 0.264780 3.150746 0.01 0.02 0.03
S -5.528224 -0.229574 3.112292 -0.01 0.05 -0.02
C -4.097979 -0.647872 2.423665 0.03 -0.07 0.14
S -2.671795 -1.040412 3.366772 -0.10 0.08 0.20
C -1.726533 -1.161484 1.928620 0.20 -0.38 -0.74
N -2.407966 -1.003493 0.838676 -0.05 0.01 0.16
N -3.738719 -0.747607 1.116767 0.04 0.04 -0.05
C -4.609451 -0.583102 -0.005524 0.00 0.02 0.03
C -5.891724 -1.112975 0.010188 0.08 -0.04 -0.05
C -6.703864 -0.951329 -1.102593 0.00 -0.02 0.05
C -6.246517 -0.272560 -2.221369 -0.01 0.00 0.00
C -4.960589 0.246551 -2.228840 0.02 0.01 -0.06
C -4.140848 0.093218 -1.123068 -0.09 -0.01 0.00
S -0.044052 -1.615499 1.928832 -0.09 0.46 0.28
H -6.246901 -1.647424 0.876821 -0.01 0.00 0.01
H -7.701658 -1.368350 -1.088809 -0.01 0.01 -0.01
H -6.888324 -0.149795 -3.083024 0.00 0.00 0.00
H -4.594645 0.778738 -3.097790 -0.01 0.00 0.00
H -3.143045 0.499518 -1.119853 0.15 0.07 0.06
C -0.728610 3.627366 0.785026 -0.05 0.02 0.07
S 0.101247 2.291595 1.633227 0.18 0.08 -0.13
C -1.031148 2.080688 2.983161 -0.11 -0.02 0.02
O -0.124581 1.094822 0.718659 0.12 0.12 -0.01
H -1.692530 3.265043 0.428402 0.00 -0.01 0.01
H -0.101429 3.954271 -0.041127 0.01 -0.01 -0.01
H -0.863565 4.454695 1.481114 0.02 0.00 0.00
H -0.955344 2.952625 3.632718 0.00 0.01 -0.01
H -0.714702 1.189326 3.517956 0.00 -0.05 0.06
H -2.046295 1.953670 2.608596 -0.01 0.00 -0.01
```
Forces are in eV/Å.

Properties
E_HOMO (spin up / spin down)	-10.02 / -10.04	eV
ΔE to the lowest compared entry with this formula, charge and spin	0.0	kcal per mole
multiplicity	3
charge	+1
orbital gap (spin up / spin down)	7.06 / 6.89	eV
M	670.6	g/mol
E_tot	-131412.8701	eV

[3]
Formula: C3H10N3
Source: the OMol25 dataset
Level of theory: ωB97M-V/def2-TZVPD

Geometry as XYZ:
```
16
Properties=species:S:1:pos:R:3:forces:R:3
C 2.099689 0.406963 1.337192 0.26 0.18 0.22
C 1.718113 -0.555776 0.222835 0.41 0.59 -0.80
N 1.167489 0.080832 -0.979179 -0.63 -1.23 0.60
C -2.213626 0.090016 -0.835224 -2.19 -0.41 0.46
N -3.508663 -0.272902 -0.455199 1.38 -0.66 0.58
N -1.257779 -0.032792 -0.032417 -0.50 0.04 -0.32
H 3.023447 0.974312 1.173786 0.01 -0.23 -0.40
H 2.284138 -0.176947 2.245154 -0.31 0.33 0.18
H 1.329608 1.175204 1.445549 -0.17 -0.31 0.42
H 2.624313 -1.085255 -0.101391 -0.29 -0.35 0.25
H 0.954807 -1.238989 0.587490 0.19 -0.25 0.00
H 1.818062 0.756871 -1.328348 -0.42 0.80 -0.15
H -3.604267 -0.985920 0.252220 -0.32 0.46 0.01
H -4.282192 0.138523 -0.907373 -0.70 0.05 -0.34
H 0.156894 0.308722 -0.751427 1.96 0.55 -0.69
H -2.310029 0.417137 -1.873671 1.30 0.44 -0.01
```
Forces are in eV/Å.

Properties
E_HOMO (spin up / spin down)	-8.31 / -8.24	eV
ΔE to the lowest compared entry with this formula, charge and spin	16.9	kcal per mole
multiplicity	2
charge	0
orbital gap (spin up / spin down)	9.28 / 7.25	eV
M	88.1	g/mol
E_tot	-7740.7316	eV